The following is a quantum chemistry calculation of a single C24H23ClN6O2 molecule in a non-equilibrium geometry, from the OMol25 dataset.

Last column: natural (NBO) charge in e.
Cartesian coordinates (Å):
O: -4.795 -2.648 0.272  -0.621
C: -4.510 -1.508 -0.191  0.646
N: -3.276 -0.980 -0.601  -0.432
C: -2.933 0.250 -0.819  -0.223
H: -3.801 0.795 -0.972  0.254
C: -2.070 0.613 0.366  -0.213
N: -0.966 -0.335 0.490  -0.440
C: -1.387 -1.528 0.499  -0.212
C: -2.375 -1.967 -0.576  -0.212
H: -2.683 -3.029 -0.272  0.271
H: -1.857 -1.808 -1.424  0.174
H: -0.626 -2.141 0.578  0.206
H: -1.873 -1.750 1.476  0.107
C: 0.182 0.274 1.307  -0.131
C: 0.483 1.619 1.041  0.286
N: 0.393 2.459 2.291  -0.198
N: 0.901 3.493 1.725  -0.085
N: 1.100 3.509 0.522  -0.060
N: 1.024 2.406 0.002  -0.179
C: 1.130 1.891 -1.153  -0.248
C: 2.516 1.310 -1.568  -0.015
C: 3.476 1.695 -0.441  -0.136
C: 4.858 1.210 -0.767  -0.253
C: 5.052 0.364 -1.762  -0.192
C: 4.090 0.212 -3.070  -0.131
C: 2.906 0.559 -2.608  -0.238
H: 2.034 0.134 -3.295  0.190
H: 4.320 -0.400 -3.735  0.186
H: 6.026 -0.116 -1.998  0.209
H: 5.691 1.279 -0.055  0.220
H: 3.432 2.331 0.220  0.172
H: 0.967 2.680 -2.056  0.240
H: 0.457 1.107 -1.483  0.247
C: 1.439 -0.691 1.028  -0.018
C: 1.692 -1.330 -0.115  -0.208
C: 2.986 -1.687 -0.267  -0.272
C: 3.945 -1.781 0.502  -0.081
C: 3.673 -1.067 2.111  -0.170
C: 2.427 -0.440 2.045  -0.243
H: 2.132 0.193 3.033  0.231
H: 4.520 -1.091 2.762  0.223
Cl: 5.316 -2.457 0.664  0.142
H: 3.045 -2.482 -1.181  0.203
H: 0.925 -1.463 -0.863  0.233
H: -0.276 0.093 2.242  0.237
H: -1.522 1.655 0.104  0.188
H: -2.458 0.587 1.328  0.189
H: -2.337 0.175 -1.719  0.183
C: -5.796 -0.499 -0.355  0.239
C: -7.191 -0.788 0.335  -0.273
C: -7.857 0.289 -0.097  -0.310
C: -7.075 1.132 -0.821  0.090
O: -5.669 0.662 -0.997  -0.430
H: -7.233 1.953 -1.132  0.151
H: -8.796 0.309 0.324  0.241
H: -7.280 -1.632 1.053  0.267

HOMO	-8.1	eV
SMILES	O=C(c1ccco1)N1CCN([C@@H](c2ccc(Cl)cc2)c2nnnn2Cc2ccccc2)CC1
F_max	15.4	eV/A
Kohn-Sham gap	0.292	Ha
net charge	0

The following is a quantum chemistry calculation of a molecular structure, C24H23F12N2O7SeTc in a non-equilibrium geometry, from the OMol25 dataset.

Last column: natural (NBO) charge in e.
Cartesian coordinates (Å):
Tc: 0.580 0.965 1.510  1.665
C: -4.831 -1.860 -2.049  -0.639
C: -3.519 -1.399 -1.470  -0.023
C: -2.294 -2.039 -1.868  -0.196
C: -1.096 -1.694 -1.373  -0.236
C: -0.895 -0.538 -0.496  0.299
N: 0.300 -0.503 0.306  -0.396
C: 1.513 -1.055 -0.114  0.100
C: 1.887 -1.076 -1.461  -0.205
C: 3.203 -1.251 -1.838  -0.177
C: 4.200 -1.432 -0.890  0.002
C: 5.643 -1.476 -1.290  -0.635
C: 3.823 -1.511 0.449  -0.140
C: 2.513 -1.322 0.853  -0.013
C: 2.122 -1.339 2.336  0.054
O: 1.399 -0.200 2.717  -0.575
C: 3.356 -1.249 3.292  0.973
F: 4.033 -0.122 3.029  -0.308
F: 4.218 -2.271 3.191  -0.312
F: 2.939 -1.196 4.559  -0.302
C: 1.355 -2.669 2.645  0.970
F: 0.401 -2.920 1.732  -0.317
F: 0.784 -2.646 3.849  -0.299
F: 2.200 -3.712 2.604  -0.313
C: -2.253 0.080 0.065  0.097
C: -3.494 -0.475 -0.493  -0.157
C: -2.348 0.521 1.554  0.068
O: -1.251 1.239 1.991  -0.626
C: -3.559 1.487 1.758  0.980
F: -3.398 2.230 2.854  -0.298
F: -4.731 0.833 1.871  -0.319
F: -3.670 2.322 0.707  -0.323
C: -2.559 -0.709 2.490  0.965
F: -1.376 -1.247 2.791  -0.312
F: -3.139 -0.367 3.648  -0.309
F: -3.307 -1.669 1.927  -0.311
H: -4.687 -2.644 -2.790  0.217
H: -5.348 -1.026 -2.526  0.226
H: -5.481 -2.243 -1.261  0.230
H: -2.370 -2.911 -2.507  0.219
H: -0.249 -2.346 -1.535  0.233
H: 1.144 -0.877 -2.217  0.228
H: 3.462 -1.210 -2.889  0.220
H: 5.789 -2.110 -2.165  0.223
H: 6.276 -1.828 -0.478  0.221
H: 5.968 -0.467 -1.556  0.241
H: 4.600 -1.705 1.172  0.225
H: -4.436 -0.141 -0.079  0.223
O: 0.889 2.622 2.507  -0.969
H: 2.531 2.930 2.445  0.537
H: 0.102 3.147 2.698  0.489
O: 3.345 2.770 1.881  -0.933
Se: 2.822 2.920 0.273  2.775
O: 4.009 2.492 -0.663  -0.973
O: 1.620 1.680 0.138  -0.885
O: 2.139 4.313 0.005  -0.977
C: -2.791 1.457 -2.738  -0.624
C: -1.493 1.647 -1.952  0.133
C: -0.301 1.360 -2.862  -0.617
C: -1.414 3.095 -1.453  -0.610
N: -1.335 0.817 -0.732  -0.452
H: -2.800 2.180 -3.555  0.220
H: -3.667 1.638 -2.115  0.217
H: -2.858 0.459 -3.165  0.211
H: -0.269 2.099 -3.663  0.226
H: -0.391 0.370 -3.313  0.205
H: 0.629 1.426 -2.297  0.227
H: -1.504 3.788 -2.290  0.213
H: -0.457 3.271 -0.960  0.226
H: -2.219 3.298 -0.748  0.221

HOMO (alpha / beta)	-9.1 / -9.1	eV
F_max	2.1	eV/A
Kohn-Sham gap (alpha / beta)	0.240 / 0.240	Ha
net charge	0

The following is a quantum chemistry calculation of a molecular structure, C24H23FeN5O2 in a non-equilibrium geometry, from the OMol25 dataset.

Last column: Mulliken spin population.
Cartesian coordinates (Å):
Fe: 0.689 -0.916 -0.130  0.936
C: 2.598 3.098 0.606  -0.001
C: 2.328 1.693 0.189  0.006
N: 1.351 0.971 0.611  -0.004
N: 0.596 1.464 1.644  0.003
C: -0.086 0.460 2.124  -0.016
O: -0.026 -0.734 1.639  0.004
C: -1.006 0.694 3.261  0.006
C: -1.602 1.939 3.440  0.000
C: -2.490 2.131 4.486  0.000
C: -2.764 1.093 5.367  0.000
C: -2.173 -0.151 5.186  0.000
C: -1.302 -0.355 4.128  0.001
C: 3.253 0.959 -0.697  0.000
C: 4.398 1.496 -1.268  0.001
C: 5.224 0.660 -2.003  -0.002
C: 4.882 -0.677 -2.146  0.002
C: 3.700 -1.120 -1.572  0.000
N: 2.907 -0.317 -0.868  0.016
H: 1.825 3.432 1.290  0.000
H: 3.564 3.174 1.109  0.000
H: 2.620 3.752 -0.268  0.000
H: -1.370 2.741 2.753  0.000
H: -2.966 3.094 4.619  0.000
H: -3.434 1.256 6.201  0.000
H: -2.389 -0.959 5.872  0.000
H: -0.831 -1.317 3.974  0.000
H: 4.636 2.542 -1.135  0.000
H: 6.122 1.048 -2.463  0.000
H: 5.512 -1.364 -2.693  0.000
H: 3.371 -2.149 -1.666  0.001
N: 0.650 -0.302 -2.168  -0.008
C: -0.648 -0.433 -2.760  0.005
C: -0.878 -0.591 -4.093  0.001
C: -2.207 -0.609 -4.577  0.001
C: -3.259 -0.472 -3.719  -0.001
C: -3.035 -0.410 -2.321  -0.002
C: -4.068 -0.407 -1.358  0.003
C: -3.749 -0.488 -0.038  -0.004
C: -2.396 -0.571 0.349  0.002
N: -1.402 -0.507 -0.511  -0.038
C: -1.715 -0.418 -1.843  -0.002
H: 0.797 0.675 -1.920  -0.003
H: 1.392 -0.564 -2.805  -0.003
H: -0.051 -0.681 -4.787  0.000
H: -2.378 -0.712 -5.639  0.000
H: -4.276 -0.444 -4.088  0.000
H: -5.101 -0.376 -1.685  0.000
H: -4.513 -0.515 0.725  0.000
H: -2.133 -0.706 1.385  -0.001
C: 0.340 -3.867 0.062  -0.004
O: 0.907 -2.619 -0.225  0.088
H: -0.681 -3.773 0.444  -0.005
H: 0.945 -4.366 0.821  0.006
H: 0.321 -4.482 -0.839  0.011

multiplicity	2
HOMO (alpha / beta)	-11.1 / -11.1	eV
expectation value of S²	1.0942
F_max	2.5	eV/A
Kohn-Sham gap (alpha / beta)	0.284 / 0.288	Ha
net charge	+1

For reference, energy relative to the best compared isomer or geometry (same formula, charge and spin) by record: 458.1 13.2 30.0 kcal/mol.